Below is the molecule C9H17BrF2Si at a distorted geometry, with properties calculated with wB97M-V/def2-TZVPD.

```
! RIJCOSX wB97M-V def2-TZVPD def2/J DEFGRID3
* xyz 0 1
C -4.240 -0.729 -1.253
C -4.214 0.355 -0.453
C -2.936 1.104 -0.230
C -2.224 0.877 1.118
C -0.753 1.403 1.086
Si 0.392 0.091 0.329
Br -0.139 -1.919 1.206
C 2.169 0.491 0.941
F 2.505 1.505 0.035
F 2.169 1.050 2.159
C 3.240 -0.723 0.952
C 3.039 -1.536 -0.332
C 3.302 -0.743 -1.663
H -3.281 -1.183 -1.819
H -5.124 -1.331 -1.447
H -5.182 0.792 -0.057
H -3.122 2.172 -0.227
H -2.234 0.984 -1.123
H -2.759 1.230 1.938
H -2.233 -0.175 1.230
H -0.600 2.323 0.531
H -0.542 1.731 2.115
H 0.284 -0.059 -1.192
H 2.718 -1.352 1.716
H 4.135 -0.198 1.171
H 3.625 -2.512 -0.356
H 1.976 -1.899 -0.518
H 2.538 -0.020 -1.652
H 4.362 -0.298 -1.695
H 3.131 -1.431 -2.508
*
```

## Properties
highest occupied orbital energy = -9.69 eV
DFT total energy = -3416.3408 a.u.
Kohn-Sham gap = 10.434 eV
E_LUMO = 0.0273 hartree